No. 1
This record from the Open Molecules 2025 dataset describes a 11-piece molecular cluster, C48H125N11O20 overall. The level of theory is wB97M-V/def2-TZVPD.

Positions of all 204 atoms, in Å:
C (-15.57, 9.13, 0.20)
O (-16.18, 8.25, -0.40)
N (-14.43, 8.96, 0.81)
N (-15.84, 10.40, 0.15)
H (-13.87, 9.70, 1.21)
H (-14.19, 7.98, 0.87)
H (-15.30, 11.05, 0.70)
H (-16.72, 10.71, -0.25)
C (-15.45, 4.48, -1.06)
O (-14.63, 4.77, -0.21)
N (-15.67, 3.30, -1.59)
N (-16.27, 5.37, -1.53)
H (-15.20, 2.48, -1.23)
H (-16.26, 3.13, -2.40)
H (-16.23, 6.35, -1.28)
H (-16.86, 5.09, -2.30)
C (-15.52, 13.82, 0.68)
O (-15.20, 12.81, 1.60)
C (-14.06, 13.12, 2.37)
C (-13.27, 11.94, 2.92)
N (-12.74, 10.97, 1.98)
C (-11.88, 11.60, 0.98)
C (-11.15, 10.44, 0.23)
O (-10.34, 9.68, 1.05)
C (-9.54, 8.78, 0.32)
H (-15.55, 14.82, 1.13)
H (-16.52, 13.69, 0.28)
H (-14.79, 13.82, -0.13)
H (-14.36, 13.73, 3.22)
H (-13.38, 13.78, 1.84)
H (-13.96, 11.35, 3.53)
H (-12.48, 12.39, 3.52)
H (-12.12, 10.28, 2.38)
H (-11.15, 12.21, 1.53)
H (-12.45, 12.19, 0.26)
H (-10.46, 10.81, -0.54)
H (-11.88, 9.89, -0.36)
H (-8.91, 8.26, 1.04)
H (-8.86, 9.22, -0.41)
H (-10.21, 8.09, -0.19)
C (-8.87, 7.22, 3.58)
O (-7.67, 7.72, 4.22)
C (-7.03, 6.86, 5.11)
C (-5.55, 7.01, 4.90)
N (-4.80, 5.85, 5.19)
C (-3.37, 5.89, 4.74)
C (-2.68, 7.24, 5.02)
O (-1.30, 7.24, 4.77)
C (-0.64, 8.45, 5.10)
H (-9.40, 7.97, 3.00)
H (-9.60, 6.83, 4.30)
H (-8.70, 6.38, 2.90)
H (-7.36, 5.84, 4.91)
H (-7.23, 7.16, 6.14)
H (-5.28, 7.86, 5.53)
H (-5.45, 7.40, 3.89)
H (-5.25, 5.04, 4.79)
H (-3.39, 5.70, 3.67)
H (-2.86, 5.02, 5.16)
H (-2.91, 7.51, 6.05)
H (-3.12, 8.03, 4.41)
H (0.40, 8.56, 4.81)
H (-0.61, 8.45, 6.19)
H (-1.22, 9.27, 4.67)
C (-9.10, 1.90, 10.81)
O (-9.72, 2.19, 9.61)
C (-10.94, 1.62, 9.36)
C (-12.06, 2.56, 9.80)
N (-12.27, 3.48, 8.68)
C (-13.43, 4.31, 8.94)
C (-13.36, 5.52, 8.02)
O (-12.27, 6.36, 8.37)
C (-12.01, 7.34, 7.41)
H (-8.16, 2.45, 10.82)
H (-8.82, 0.85, 10.89)
H (-9.66, 2.28, 11.67)
H (-10.97, 0.69, 9.93)
H (-11.18, 1.22, 8.38)
H (-11.74, 3.09, 10.70)
H (-12.92, 1.95, 10.05)
H (-11.42, 4.02, 8.63)
H (-13.40, 4.61, 9.99)
H (-14.39, 3.82, 8.74)
H (-14.27, 6.09, 8.19)
H (-13.20, 5.24, 6.97)
H (-12.87, 7.65, 6.80)
H (-11.19, 7.02, 6.77)
H (-11.67, 8.26, 7.88)
C (-16.70, 9.99, 3.57)
O (-17.97, 10.61, 3.46)
C (-19.02, 9.72, 3.22)
C (-20.30, 10.45, 3.44)
N (-21.46, 9.64, 3.13)
C (-21.77, 9.43, 1.76)
C (-22.05, 10.69, 0.94)
O (-23.30, 11.29, 1.26)
C (-23.41, 12.55, 0.63)
H (-15.93, 10.60, 3.08)
H (-16.70, 8.92, 3.34)
H (-16.47, 9.97, 4.64)
H (-19.08, 8.89, 3.92)
H (-18.94, 9.27, 2.23)
H (-20.24, 11.41, 2.95)
H (-20.39, 10.65, 4.51)
H (-22.29, 10.04, 3.53)
H (-22.68, 8.84, 1.72)
H (-20.96, 8.81, 1.37)
H (-22.27, 10.33, -0.06)
H (-21.23, 11.40, 0.85)
H (-24.38, 13.02, 0.77)
H (-23.33, 12.39, -0.44)
H (-22.67, 13.25, 1.01)
C (-14.38, 9.84, 9.67)
O (-15.45, 10.17, 8.78)
C (-15.34, 9.57, 7.52)
C (-14.28, 10.29, 6.54)
N (-14.26, 11.78, 6.44)
C (-15.49, 12.43, 5.84)
C (-15.54, 13.90, 6.16)
O (-16.84, 14.44, 6.05)
C (-16.95, 15.83, 5.86)
H (-14.32, 8.76, 9.80)
H (-14.61, 10.32, 10.62)
H (-13.41, 10.21, 9.34)
H (-16.33, 9.66, 7.07)
H (-15.08, 8.51, 7.53)
H (-14.43, 9.90, 5.53)
H (-13.28, 9.96, 6.83)
H (-14.20, 12.12, 7.39)
H (-16.39, 12.04, 6.31)
H (-15.52, 12.24, 4.77)
H (-14.81, 14.46, 5.57)
H (-15.15, 13.95, 7.18)
H (-16.49, 16.13, 4.91)
H (-16.72, 16.46, 6.71)
H (-18.03, 15.96, 5.72)
C (-10.18, 2.19, 1.67)
O (-11.39, 1.39, 1.64)
C (-12.24, 1.63, 0.53)
C (-13.33, 0.49, 0.52)
N (-12.80, -0.69, -0.22)
C (-13.91, -1.63, -0.39)
C (-13.32, -2.97, 0.02)
O (-14.21, -4.03, -0.29)
C (-13.84, -5.36, -0.09)
H (-10.44, 3.25, 1.76)
H (-9.66, 1.93, 0.74)
H (-9.51, 1.89, 2.48)
H (-11.68, 1.69, -0.40)
H (-12.63, 2.63, 0.72)
H (-14.10, 0.93, -0.10)
H (-13.80, 0.40, 1.50)
H (-11.97, -1.03, 0.25)
H (-14.29, -1.56, -1.41)
H (-14.69, -1.37, 0.32)
H (-12.98, -2.98, 1.05)
H (-12.40, -3.04, -0.57)
H (-14.51, -6.07, -0.59)
H (-13.77, -5.61, 0.97)
H (-12.87, -5.66, -0.47)
C (-15.13, 0.36, 7.92)
O (-15.64, 0.88, 6.67)
C (-15.62, -0.12, 5.66)
C (-16.43, 0.47, 4.47)
N (-15.91, 1.75, 3.94)
C (-16.62, 2.19, 2.77)
C (-16.38, 3.63, 2.43)
O (-16.58, 4.58, 3.46)
C (-16.58, 5.91, 2.94)
H (-15.96, -0.27, 8.23)
H (-14.96, 1.16, 8.63)
H (-14.24, -0.26, 7.84)
H (-15.91, -1.12, 5.97)
H (-14.58, -0.22, 5.33)
H (-17.44, 0.61, 4.87)
H (-16.46, -0.32, 3.73)
H (-16.10, 2.38, 4.70)
H (-17.68, 2.13, 2.97)
H (-16.47, 1.61, 1.86)
H (-17.11, 3.78, 1.63)
H (-15.38, 3.59, 2.00)
H (-17.55, 5.99, 2.44)
H (-15.94, 6.23, 2.12)
H (-16.41, 6.66, 3.72)
C (-14.18, 8.18, -2.91)
C (-13.11, 7.37, -2.27)
O (-11.89, 8.09, -2.45)
O (-13.97, 8.25, -4.37)
H (-14.19, 9.19, -2.49)
H (-15.19, 7.77, -2.81)
H (-13.12, 6.43, -2.81)
H (-13.37, 7.24, -1.22)
H (-11.83, 8.37, -3.36)
H (-14.50, 7.56, -4.78)
C (-13.03, 5.94, 2.78)
C (-12.71, 7.10, 3.80)
O (-13.83, 8.02, 3.98)
O (-13.45, 6.56, 1.54)
H (-13.85, 5.32, 3.16)
H (-12.24, 5.20, 2.62)
H (-12.00, 7.80, 3.37)
H (-12.28, 6.68, 4.71)
H (-14.09, 8.09, 3.06)
H (-13.47, 5.87, 0.87)

Results
LUMO level in hartree: 0.0140
Kohn-Sham gap in Eh: 0.3287
SMILES: COCCNCCOC.COCCNCCOC.COCCNCCOC.COCCNCCOC.COCCNCCOC.COCCNCCOC.COCCNCCOC.NC(N)=O.NC(N)=O.OCCO.OCCO
E_tot in eV: -109131.939

Atom charges from the Löwdin analysis, given in e for atoms 1 to 99: C -0.754; O 0.002; N 0.186; N 0.193; H 0.057; H 0.058; H 0.070; H 0.122; C -0.745; O 0.016; N 0.182; N 0.193; H 0.097; H 0.115; H 0.072; H 0.112; C -0.103; O -0.211; C -0.216; C -0.183; N -0.077; C -0.149; C -0.229; O -0.188; C -0.095; H 0.089; H 0.092; H 0.091; H 0.114; H 0.115; H 0.088; H 0.130; H 0.107; H 0.120; H 0.118; H 0.118; H 0.108; H 0.068; H 0.094; H 0.089; C -0.083; O -0.177; C -0.232; C -0.270; N -0.066; C -0.164; C -0.246; O -0.193; C -0.099; H 0.060; H 0.071; H 0.087; H 0.120; H 0.126; H 0.120; H 0.123; H 0.106; H 0.111; H 0.116; H 0.122; H 0.113; H 0.085; H 0.086; H 0.085; C -0.126; O -0.179; C -0.253; C -0.210; N -0.051; C -0.208; C -0.209; O -0.184; C -0.125; H 0.091; H 0.090; H 0.088; H 0.110; H 0.125; H 0.116; H 0.112; H 0.111; H 0.117; H 0.117; H 0.114; H 0.126; H 0.064; H 0.081; H 0.086; C -0.078; O -0.160; C -0.255; C -0.219; N -0.071; C -0.210; C -0.226; O -0.188; C -0.124; H 0.066; H 0.075

No. 2
This record from the Open Molecules 2025 dataset describes a 16-piece molecular cluster, C48H128O48S16 overall. The level of theory is wB97M-V/def2-TZVPD.

Positions of all 240 atoms, in Å:
O (2.09, 3.91, 4.67)
S (2.94, 4.07, 3.52)
O (4.05, 5.00, 3.39)
O (3.56, 2.57, 3.04)
C (2.93, 1.42, 3.64)
C (3.41, 0.23, 2.78)
C (1.81, 4.44, 2.21)
H (1.85, 1.47, 3.77)
H (3.25, 1.47, 4.69)
H (3.03, 0.34, 1.77)
H (3.04, -0.73, 3.14)
H (4.50, 0.25, 2.80)
H (1.28, 5.38, 2.29)
H (1.06, 3.65, 2.26)
H (2.35, 4.43, 1.26)
O (1.30, -3.11, 1.46)
S (1.72, -3.53, 2.80)
O (3.11, -3.69, 3.14)
O (1.10, -2.42, 3.89)
C (-0.21, -1.89, 3.69)
C (-1.15, -2.29, 4.86)
C (0.76, -5.06, 3.28)
H (-0.70, -2.28, 2.79)
H (-0.22, -0.81, 3.57)
H (-0.86, -3.31, 5.11)
H (-2.19, -2.21, 4.52)
H (-1.02, -1.60, 5.69)
H (0.95, -5.37, 4.31)
H (0.91, -5.84, 2.53)
H (-0.28, -4.74, 3.26)
O (-3.93, 4.18, 2.92)
S (-3.10, 3.16, 3.50)
O (-1.83, 3.57, 4.12)
O (-3.96, 2.18, 4.57)
C (-5.26, 1.84, 4.23)
C (-5.28, 0.32, 4.19)
C (-2.67, 1.90, 2.15)
H (-5.48, 2.22, 3.23)
H (-5.96, 2.29, 4.94)
H (-4.62, -0.05, 3.41)
H (-6.29, -0.03, 3.94)
H (-4.89, -0.16, 5.09)
H (-1.94, 2.41, 1.53)
H (-3.57, 1.88, 1.54)
H (-2.44, 0.95, 2.64)
O (-0.19, 0.63, -6.24)
S (1.12, 1.13, -5.87)
O (1.53, 1.44, -4.52)
O (2.20, -0.01, -6.39)
C (3.58, 0.36, -6.43)
C (4.08, 0.41, -7.86)
C (1.52, 2.51, -7.08)
H (4.20, -0.35, -5.89)
H (3.90, 1.31, -6.00)
H (5.00, -0.13, -8.08)
H (4.31, 1.45, -8.08)
H (3.37, 0.03, -8.60)
H (2.52, 2.86, -6.81)
H (0.85, 3.33, -6.82)
H (1.43, 2.32, -8.15)
O (-5.31, -4.05, 3.20)
S (-6.67, -3.82, 2.62)
O (-7.43, -2.61, 2.79)
O (-6.52, -4.02, 0.98)
C (-5.74, -5.03, 0.46)
C (-4.44, -4.43, -0.13)
C (-7.66, -5.27, 3.05)
H (-6.33, -5.46, -0.36)
H (-5.36, -5.69, 1.24)
H (-4.15, -5.19, -0.85)
H (-3.68, -4.21, 0.61)
H (-4.51, -3.49, -0.69)
H (-8.53, -5.32, 2.40)
H (-8.01, -4.93, 4.03)
H (-7.08, -6.20, 3.04)
O (4.20, 3.60, 0.01)
S (5.53, 3.78, -0.52)
O (6.05, 5.11, -0.95)
O (6.61, 3.04, 0.53)
C (6.18, 1.89, 1.12)
C (7.37, 0.84, 1.05)
C (5.73, 2.55, -1.96)
H (5.33, 1.42, 0.61)
H (5.79, 2.06, 2.12)
H (7.81, 0.65, 0.07)
H (7.02, -0.12, 1.41)
H (8.10, 1.23, 1.76)
H (6.68, 2.67, -2.49)
H (4.87, 2.60, -2.63)
H (5.77, 1.53, -1.59)
O (-0.92, 2.12, 9.53)
S (-0.48, 1.11, 8.54)
O (0.54, 0.14, 8.88)
O (-1.82, 0.21, 7.99)
C (-3.13, 0.77, 8.01)
C (-4.16, -0.30, 8.23)
C (-0.04, 1.92, 6.80)
H (-3.35, 1.45, 7.19)
H (-3.21, 1.44, 8.87)
H (-4.05, -0.64, 9.26)
H (-4.00, -1.20, 7.64)
H (-5.16, 0.13, 8.12)
H (-0.83, 2.61, 6.53)
H (0.17, 1.11, 6.09)
H (0.78, 2.63, 6.93)
O (-2.31, -6.60, 4.50)
S (-2.59, -7.02, 3.13)
O (-2.68, -6.11, 2.02)
O (-1.38, -8.16, 2.80)
C (-1.00, -8.31, 1.50)
C (0.27, -9.08, 1.40)
C (-4.01, -8.24, 3.20)
H (-0.90, -7.37, 0.95)
H (-1.72, -8.94, 0.98)
H (0.60, -9.23, 0.37)
H (0.08, -10.10, 1.73)
H (1.12, -8.68, 1.96)
H (-4.04, -9.01, 2.43)
H (-4.87, -7.58, 3.06)
H (-3.97, -8.67, 4.19)
O (0.31, -4.40, -4.30)
S (0.00, -3.90, -3.00)
O (0.97, -3.47, -2.00)
O (-1.09, -2.71, -3.16)
C (-0.67, -1.48, -3.83)
C (-1.83, -0.58, -3.87)
C (-1.28, -4.98, -2.20)
H (-0.38, -1.76, -4.84)
H (0.14, -0.93, -3.35)
H (-2.18, -0.40, -2.85)
H (-2.58, -1.01, -4.53)
H (-1.45, 0.37, -4.24)
H (-2.15, -4.95, -2.85)
H (-1.41, -4.45, -1.26)
H (-0.80, -5.94, -2.04)
O (2.02, 8.98, -0.82)
S (1.20, 8.50, 0.27)
O (0.88, 7.07, 0.39)
O (1.80, 9.08, 1.73)
C (2.16, 10.46, 1.89)
C (1.53, 10.77, 3.28)
C (-0.45, 9.33, 0.06)
H (1.59, 11.07, 1.18)
H (3.22, 10.69, 1.80)
H (1.90, 10.07, 4.04)
H (0.44, 10.81, 3.32)
H (1.87, 11.66, 3.81)
H (-1.15, 8.66, -0.42)
H (-0.26, 10.29, -0.43)
H (-0.81, 9.59, 1.06)
O (1.18, 5.19, -4.77)
S (2.47, 5.22, -4.09)
O (3.49, 4.13, -4.30)
O (3.11, 6.70, -4.60)
C (4.38, 7.12, -4.07)
C (5.05, 8.25, -4.90)
C (2.27, 5.64, -2.27)
H (5.08, 6.29, -4.18)
H (4.35, 7.38, -3.01)
H (5.00, 8.18, -5.99)
H (6.12, 8.32, -4.70)
H (4.56, 9.22, -4.88)
H (3.25, 5.92, -1.88)
H (1.94, 4.73, -1.76)
H (1.45, 6.35, -2.12)
O (6.66, -2.33, -0.43)
S (5.28, -2.04, -0.74)
O (4.77, -0.68, -0.47)
O (5.18, -2.45, -2.32)
C (3.97, -2.18, -3.06)
C (3.98, -2.78, -4.47)
C (4.23, -3.46, -0.02)
H (3.73, -1.12, -3.08)
H (3.12, -2.72, -2.62)
H (3.09, -2.47, -5.02)
H (3.97, -3.87, -4.37)
H (4.87, -2.47, -5.01)
H (4.88, -4.29, -0.28)
H (3.21, -3.37, -0.41)
H (4.20, -3.27, 1.05)
O (-0.05, 2.75, -0.52)
S (0.35, 1.47, 0.10)
O (0.53, 1.32, 1.54)
O (-0.68, 0.26, -0.52)
C (-0.68, -1.03, 0.00)
C (-2.10, -1.45, 0.27)
C (1.89, 0.92, -0.79)
H (-0.18, -1.20, 0.96)
H (-0.34, -1.81, -0.68)
H (-2.81, -1.49, -0.56)
H (-2.54, -0.92, 1.10)
H (-1.97, -2.45, 0.69)
H (2.13, -0.06, -0.39)
H (2.59, 1.70, -0.47)
H (1.71, 0.99, -1.86)
O (-4.95, -1.48, -3.26)
S (-5.88, -0.44, -3.69)
O (-6.91, -0.84, -4.61)
O (-6.62, 0.33, -2.42)
C (-5.96, 0.46, -1.15)
C (-6.96, 1.31, -0.28)
C (-4.81, 0.91, -4.37)
H (-5.07, 1.08, -1.26)
H (-5.69, -0.52, -0.75)
H (-7.93, 0.87, -0.04)
H (-7.17, 2.32, -0.63)
H (-6.47, 1.41, 0.68)
H (-4.46, 0.62, -5.36)
H (-4.09, 1.17, -3.59)
H (-5.41, 1.81, -4.51)
O (4.37, -10.06, -2.24)
S (2.93, -10.00, -1.89)
O (2.30, -10.81, -0.87)
O (2.69, -8.42, -1.51)
C (3.39, -7.42, -2.24)
C (2.55, -6.13, -2.26)
C (1.81, -10.12, -3.40)
H (3.40, -7.77, -3.27)
H (4.42, -7.31, -1.91)
H (2.44, -5.63, -1.30)
H (1.53, -6.30, -2.60)
H (2.96, -5.33, -2.88)
H (1.67, -11.19, -3.51)
H (2.28, -9.62, -4.24)
H (0.85, -9.64, -3.18)
O (-4.97, 5.27, -1.08)
S (-3.77, 4.45, -1.17)
O (-3.76, 3.05, -0.89)
O (-3.03, 4.73, -2.63)
C (-1.86, 3.97, -3.01)
C (-1.80, 3.79, -4.58)
C (-2.45, 5.20, -0.13)
H (-1.95, 2.95, -2.62)
H (-0.95, 4.37, -2.56)
H (-2.02, 4.76, -5.02)
H (-2.58, 3.13, -4.97)
H (-0.86, 3.41, -4.98)
H (-1.51, 4.74, -0.44)
H (-2.70, 4.87, 0.88)
H (-2.39, 6.28, -0.29)

Results
LUMO level in hartree: -0.0095
Kohn-Sham gap in Eh: 0.3783
E_tot in eV: -323482.155

Atom charges from the Löwdin analysis, given in e for atoms 1 to 99: O -0.293; S 0.663; O -0.285; O -0.273; C -0.258; C -0.026; C -0.124; H 0.091; H 0.117; H 0.054; H 0.063; H 0.077; H 0.066; H 0.045; H 0.047; O -0.307; S 0.683; O -0.282; O -0.255; C -0.279; C -0.026; C -0.069; H 0.086; H 0.114; H 0.075; H 0.079; H 0.067; H 0.084; H 0.064; H 0.039; O -0.294; S 0.695; O -0.302; O -0.279; C -0.295; C -0.050; C -0.070; H 0.101; H 0.128; H 0.065; H 0.079; H 0.072; H 0.037; H 0.050; H 0.057; O -0.291; S 0.662; O -0.289; O -0.259; C -0.298; C -0.070; C -0.073; H 0.099; H 0.112; H 0.078; H 0.072; H 0.087; H 0.050; H 0.051; H 0.080; O -0.319; S 0.682; O -0.280; O -0.265; C -0.289; C -0.061; C -0.106; H 0.130; H 0.091; H 0.071; H 0.049; H 0.071; H 0.078; H 0.070; H 0.059; O -0.310; S 0.735; O -0.317; O -0.242; C -0.331; C -0.033; C -0.062; H 0.069; H 0.107; H 0.076; H 0.060; H 0.073; H 0.069; H 0.042; H 0.035; O -0.320; S 0.724; O -0.305; O -0.285; C -0.304; C -0.073; C -0.052; H 0.105; H 0.105